DFT (wB97M-V/def2-TZVPD) results for one molecule with the formula C17H14ClNOS in a non-equilibrium geometry.

Structure (ORCA input):
```
! wB97M-V def2-TZVPD RIJCOSX def2/J DEFGRID3
* xyz 0 1
C -3.425 -3.659 0.378
C -3.196 -2.225 0.009
C -3.185 -1.815 -1.318
C -2.979 -0.490 -1.649
C -2.790 0.456 -0.649
S -2.572 2.135 -1.176
C -1.698 2.926 0.229
C -0.440 2.211 0.531
C 0.683 2.040 -0.312
C 1.549 1.283 0.438
C 2.878 0.769 0.173
C 3.542 0.017 1.144
C 4.811 -0.470 0.909
C 5.428 -0.207 -0.306
Cl 7.017 -0.810 -0.605
C 4.782 0.536 -1.284
C 3.513 1.021 -1.043
O 0.974 1.030 1.630
N -0.247 1.600 1.674
C -2.811 0.066 0.682
C -3.004 -1.266 0.996
H -2.700 -3.985 1.122
H -4.420 -3.780 0.808
H -3.348 -4.303 -0.494
H -3.333 -2.541 -2.106
H -2.966 -0.176 -2.682
H -2.352 2.961 1.099
H -1.499 3.938 -0.125
H 0.802 2.417 -1.305
H 3.051 -0.179 2.085
H 5.324 -1.049 1.660
H 5.274 0.732 -2.224
H 3.011 1.599 -1.803
H -2.666 0.779 1.477
H -3.009 -1.563 2.035
*
```

**Total energy**: -44750.7380 eV
**Lowest unoccupied orbital energy**: 0.00762 Eh
**HOMO-LUMO gap**: 0.3053 Eh
**Highest occupied orbital energy**: -8.10 eV

These are the Löwdin partial charges, in e, on atoms 1 to 2:
1 C -0.054
2 C -0.284


DFT (wB97M-V/def2-TZVPD) results for a 6-piece molecular cluster, C28H32F32O8S2 overall in a non-equilibrium geometry.

Structure (ORCA input):
```
! wB97M-V def2-TZVPD RIJCOSX def2/J DEFGRID3
* xyz 0 1
F -3.114 -5.385 -5.471
C -3.576 -5.095 -4.235
F -4.935 -5.136 -4.224
C -3.070 -6.098 -3.196
F -3.391 -7.369 -3.476
F -3.712 -5.751 -2.036
C -1.594 -5.986 -2.941
O -1.282 -4.650 -2.589
C 0.030 -4.339 -2.651
F 0.699 -5.097 -1.749
F 0.578 -4.649 -3.859
C 0.215 -2.838 -2.411
F 1.476 -2.445 -2.578
F -0.679 -2.241 -3.275
H -3.276 -4.073 -4.002
H -1.065 -6.288 -3.850
H -1.287 -6.677 -2.156
H -0.172 -2.472 -1.459
F 3.234 2.367 0.944
C 2.112 2.026 1.657
F 1.037 1.884 0.872
C 2.435 0.780 2.466
F 2.841 -0.228 1.668
F 1.245 0.347 3.001
C 3.370 1.036 3.615
O 2.693 1.830 4.564
C 3.505 2.630 5.323
F 4.261 3.443 4.562
F 2.671 3.392 6.038
C 4.397 1.841 6.292
F 4.993 2.682 7.148
F 3.638 0.963 6.981
H 1.969 2.913 2.281
H 4.333 1.419 3.267
H 3.652 0.050 4.013
H 5.142 1.261 5.737
F -2.567 5.743 2.257
C -1.678 5.863 3.305
F -1.970 4.975 4.250
C -0.268 5.673 2.779
F -0.151 4.395 2.329
F 0.598 5.706 3.849
C 0.288 6.724 1.833
O -0.647 7.132 0.818
C -0.558 6.475 -0.355
F 0.690 6.572 -0.869
F -0.776 5.143 -0.178
C -1.600 7.030 -1.328
F -1.609 6.286 -2.458
F -2.804 6.956 -0.741
H -1.873 6.889 3.630
H 1.233 6.388 1.418
H 0.391 7.636 2.417
H -1.342 8.053 -1.616
F -2.462 -3.556 1.043
C -1.602 -3.204 2.039
F -2.235 -3.475 3.215
C -0.374 -4.085 1.860
F 0.648 -3.752 2.702
F 0.135 -3.907 0.613
C -0.713 -5.534 2.118
O 0.351 -6.422 1.903
C 0.130 -7.486 1.117
F -1.058 -8.092 1.428
F 0.037 -7.151 -0.191
C 1.309 -8.454 1.303
F 1.824 -8.413 2.532
F 0.978 -9.707 0.919
H -1.488 -2.121 2.008
H -1.619 -5.790 1.559
H -1.070 -5.628 3.146
H 2.060 -8.120 0.570
O -3.132 -0.633 0.319
S -2.232 0.176 -0.457
O -0.854 -0.198 -0.640
C -2.860 0.469 -2.133
C -3.477 1.868 -2.140
C -2.505 2.679 -1.315
C -2.345 1.906 0.002
H -3.314 -0.380 -2.630
H -1.933 0.702 -2.670
H -3.658 2.233 -3.150
H -4.466 1.878 -1.670
H -2.784 3.707 -1.102
H -1.468 2.652 -1.673
H -3.301 1.980 0.536
H -1.590 2.234 0.710
O 4.583 1.775 -3.591
S 3.421 2.103 -2.805
O 3.574 2.881 -1.605
C 2.225 2.884 -3.906
C 0.905 2.212 -3.552
C 1.123 0.737 -3.213
C 2.429 0.636 -2.429
H 2.579 2.621 -4.901
H 2.195 3.948 -3.696
H 0.516 2.794 -2.704
H 0.145 2.388 -4.317
H 1.217 0.250 -4.190
H 0.242 0.300 -2.753
H 2.991 -0.295 -2.462
H 2.194 0.703 -1.361
*
```

**Total energy**: -154564.5960 eV
**Lowest unoccupied orbital energy**: 0.01146 Eh
**HOMO-LUMO gap**: 0.3879 Eh
**Highest occupied orbital energy**: -10.24 eV
**Energy above the lowest of the compared OMol25 structures with the same formula, charge and spin**: 0.00 kJ/mol

These are the Löwdin partial charges, in e, on atoms 1 to 2:
1 F 0.100
2 C -0.291


DFT (wB97M-V/def2-TZVPD) results for one molecule with the formula C5H7N.

Structure (ORCA input):
```
! wB97M-V def2-TZVPD RIJCOSX def2/J DEFGRID3
* xyz 0 1
C 0.887 -1.600 -0.528
C 0.996 -0.301 -0.798
C 0.473 0.722 0.162
C -0.903 1.333 0.082
N -1.727 0.148 0.152
C -0.632 0.339 1.101
H 0.431 -1.913 0.411
H 1.240 -2.380 -1.195
H 1.474 0.041 -1.716
H 1.227 1.413 0.551
H -1.255 2.350 0.185
H -1.457 -0.512 -0.579
H -0.752 0.360 2.173
*
```

**Total energy**: -6785.1463 eV
**Lowest unoccupied orbital energy**: 0.04362 Eh
**HOMO-LUMO gap**: 0.3934 Eh
**Highest occupied orbital energy**: -9.52 eV
**Energy above the lowest of the compared OMol25 structures with the same formula, charge and spin**: 324.79 kJ/mol

These are the Löwdin partial charges, in e, on atoms 1 to 2:
1 C 0.008
2 C -0.151


DFT (wB97M-V/def2-TZVPD) results for C7H9NO as an isolated structure in a non-equilibrium geometry.

Structure (ORCA input):
```
! wB97M-V def2-TZVPD RIJCOSX def2/J DEFGRID3
* xyz 0 1
C 1.047 1.062 2.332
C -0.013 0.618 1.192
C 0.222 -0.028 0.093
C 1.336 -0.934 -0.368
C -0.967 -0.341 -0.590
C -0.800 -0.596 -1.961
C -1.394 0.975 0.909
H 1.937 0.374 2.285
H 0.304 0.664 3.143
H 1.120 2.073 2.338
H 2.316 -0.705 0.039
H 0.777 -1.928 -0.042
H 1.636 -0.951 -1.551
H 0.197 -0.418 -2.825
H -1.807 -1.152 -3.662
H -1.783 1.742 1.553
N -2.101 0.409 -0.081
O -2.026 -0.865 -2.801
*
```

**Total energy**: -10936.8915 eV
**Lowest unoccupied orbital energy**: -0.00145 Eh
**HOMO-LUMO gap**: 0.3212 Eh
**Highest occupied orbital energy**: -8.78 eV
**Energy above the lowest of the compared OMol25 structures with the same formula, charge and spin**: 571.48 kJ/mol

These are the Löwdin partial charges, in e, on atoms 1 to 2:
1 C 0.015
2 C -0.187


DFT (wB97M-V/def2-TZVPD) results for a 7-piece molecular cluster, C17H42N5O11 overall in a non-equilibrium geometry.

Structure (ORCA input):
```
! wB97M-V def2-TZVPD RIJCOSX def2/J DEFGRID3
* xyz 2 2
C -2.626 5.114 -5.200
C -1.934 3.780 -4.966
O -1.044 3.454 -5.723
N -2.621 2.644 -4.094
H -3.222 2.873 -3.316
H -3.190 2.033 -4.664
C -1.503 1.881 -3.401
H -1.997 5.783 -5.789
H -2.858 5.647 -4.278
H -3.528 4.870 -5.761
H -2.016 1.426 -2.553
H -0.759 2.510 -2.912
H -1.031 1.296 -4.190
C 2.990 -2.539 2.023
C 4.374 -2.046 1.633
O 5.331 -2.827 1.821
N 4.489 -0.844 0.724
H 4.144 -1.145 -0.176
H 3.840 -0.141 1.047
C 5.957 -0.293 0.713
H 2.289 -1.709 1.943
H 3.024 -2.942 3.035
H 2.666 -3.359 1.381
H 6.582 -1.123 0.385
H 6.475 -0.036 1.636
H 5.998 0.560 0.035
C -3.939 -1.593 3.041
C -3.119 -0.687 3.867
O -2.078 -0.219 3.444
N -3.693 -0.229 5.214
H -4.526 -0.788 5.336
H -3.094 -0.463 5.993
C -3.860 1.326 5.306
H -3.999 -2.522 3.607
H -3.546 -1.573 2.024
H -4.990 -1.308 2.994
H -2.983 1.650 5.865
H -4.729 1.369 5.962
H -4.038 1.971 4.445
C -0.626 -1.806 0.627
C -1.164 -1.858 -0.771
O -2.273 -1.416 -1.048
N -0.189 -2.406 -1.774
H 0.739 -2.031 -1.639
H -0.045 -3.397 -1.642
C -0.438 -2.082 -3.235
H -0.767 -2.727 1.193
H -1.229 -1.105 1.204
H 0.444 -1.601 0.646
H 0.335 -2.668 -3.733
H -0.460 -1.024 -3.497
H -1.447 -2.368 -3.530
C -0.843 2.568 1.808
C 0.338 1.951 1.233
O 0.398 0.792 0.787
N 1.555 2.893 1.163
H 1.229 3.830 1.350
H 2.183 2.657 1.918
C 2.367 2.958 -0.196
H -1.559 1.833 2.176
H -1.407 3.273 1.198
H -0.624 3.201 2.668
H 3.068 3.772 -0.378
H 1.689 2.798 -1.034
H 2.984 2.062 -0.243
O 1.627 0.089 -2.665
C 2.672 -0.348 -1.982
O 3.632 0.409 -1.808
O 2.739 -1.435 -1.405
H 1.976 0.962 -2.858
O 0.859 -6.814 -0.100
C 0.471 -5.574 -0.237
O 1.278 -4.628 -0.127
O -0.723 -5.380 -0.474
H -0.027 -7.180 -0.048
*
```

**Total energy**: -48261.9964 eV
**Lowest unoccupied orbital energy (alpha / beta)**: -0.21360 / -0.21370 Eh
**HOMO-LUMO gap (alpha / beta)**: 0.1320 / 0.1809 Eh
**Highest occupied orbital energy (alpha / beta)**: -9.40 / -10.74 eV
**Energy above the lowest of the compared OMol25 structures with the same formula, charge and spin**: 0.00 kJ/mol

These are the Löwdin partial charges, in e, on atoms 1 to 2:
1 C 0.032
2 C -0.311


DFT (wB97M-V/def2-TZVPD) results for a 2-piece molecular cluster, C7H12IN2O3 overall in a non-equilibrium geometry.

Structure (ORCA input):
```
! wB97M-V def2-TZVPD RIJCOSX def2/J DEFGRID3
* xyz 1 1
C 0.770 0.659 0.638
C 0.034 -2.915 -0.208
C 0.040 1.784 -0.111
C -1.305 0.565 1.809
C -1.791 0.288 0.407
C -1.316 0.834 -1.912
C 2.443 -2.836 0.067
N 0.126 0.320 1.762
N -1.317 1.348 -0.529
O 1.815 0.171 0.259
O -0.878 -2.204 -0.165
O 1.107 -3.465 -0.207
I -3.922 0.074 0.288
H -0.040 2.626 0.580
H 0.628 2.090 -0.977
H -1.508 1.584 2.172
H -1.770 -0.137 2.499
H -1.089 1.633 -2.616
H -0.574 0.044 -1.997
H -2.296 0.421 -2.147
H 3.088 -3.163 -0.746
H 2.787 -3.251 1.011
H 2.364 -1.747 0.105
H 0.537 -0.363 2.381
H -1.942 2.166 -0.518
*
```

**Total energy**: -24665.9363 eV
**Lowest unoccupied orbital energy (alpha / beta)**: -0.17305 / -0.17313 Eh
**HOMO-LUMO gap (alpha / beta)**: 0.2007 / 0.2005 Eh
**Highest occupied orbital energy (alpha / beta)**: -10.17 / -10.17 eV
**Energy above the lowest of the compared OMol25 structures with the same formula, charge and spin**: 40.52 kJ/mol

These are the Löwdin partial charges, in e, on atoms 1 to 2:
1 C -0.484
2 C -0.144